Density functional theory data (wB97M-V/def2-TZVPD) for a molecular structure, C22H23N7OPtSSe.

XYZ file:
```
56
Properties=species:S:1:pos:R:3:mulliken_charge:R:1
Pt 0.01 0.42 -0.13 1.45
C -2.65 -3.87 2.93 -1.02
C -2.85 -2.44 3.47 -0.53
C -2.76 -1.45 2.36 0.28
N -1.67 -1.01 1.84 -0.48
N -1.87 -0.17 0.79 0.09
C -3.13 0.04 0.48 0.33
N -3.55 0.85 -0.50 -0.34
S -4.19 -0.82 1.55 -0.14
H -2.72 -4.59 3.74 0.36
H -1.67 -3.96 2.46 0.26
H -3.42 -4.11 2.19 0.34
H -2.07 -2.21 4.19 0.25
H -3.81 -2.36 3.96 0.39
H -2.89 1.20 -1.17 0.15
H -4.53 0.95 -0.69 0.23
Se 0.72 -3.53 -1.80 0.41
N 1.67 -4.24 -0.53 -0.75
C 1.93 -3.32 0.37 0.47
C 2.65 -3.45 1.59 -0.55
C 2.76 -2.34 2.38 -0.83
C 2.17 -1.11 2.00 -0.05
N 1.51 -0.94 0.88 -0.21
C 1.38 -2.02 0.06 0.51
N 0.71 -1.92 -1.06 -0.26
H 3.08 -4.41 1.86 0.52
H 3.30 -2.39 3.31 0.42
H 2.25 -0.25 2.65 0.44
C -1.04 -0.91 -4.21 -1.71
C -0.68 0.16 -3.22 0.74
O -1.19 0.14 -2.09 -0.63
C 0.25 1.22 -3.63 0.74
C 0.92 1.96 -2.66 0.74
C 1.75 3.01 -3.01 -0.98
C 1.90 3.35 -4.35 -0.53
C 1.24 2.62 -5.33 -0.82
C 0.43 1.56 -4.98 -0.43
H -1.56 -1.73 -3.72 0.39
H -0.14 -1.26 -4.72 0.46
H -1.70 -0.49 -4.97 0.48
H 0.81 1.67 -1.61 0.03
H 2.27 3.58 -2.25 0.43
H 2.53 4.18 -4.63 0.42
H 1.36 2.88 -6.37 0.42
H -0.09 1.00 -5.75 0.39
C 1.54 3.42 3.48 -0.25
C 0.27 2.85 3.52 -0.88
C -0.15 2.10 2.44 0.01
N 0.62 1.90 1.36 -0.08
C 1.84 2.44 1.33 0.01
C 2.34 3.21 2.36 -0.87
H 1.89 4.02 4.31 0.45
H -0.38 2.99 4.37 0.45
H -1.13 1.64 2.43 0.39
H 2.44 2.25 0.45 0.48
H 3.32 3.64 2.29 0.43
```

Calculated values
⟨S²⟩: 2.005
Relative energy (zero: lowest compared OMol25 entry of this formula, charge and spin), eV: 0.2016
Total charge: +2
Frontier orbital gap (spin up / spin down), eV: 7.814 / 7.356
Spin multiplicity: 3
E_HOMO (spin up / spin down), eV: -14.64 / -14.58

Density functional theory data (wB97M-V/def2-TZVPD) for a single C22H23NO4 molecule.

XYZ file:
```
50
Properties=species:S:1:pos:R:3:mulliken_charge:R:1
C -0.99 -4.56 4.46 -0.64
O -0.71 -5.29 3.29 -0.38
C -1.22 -4.73 2.10 -0.63
C -0.47 -3.48 1.64 -0.03
C -1.01 -3.00 0.28 -1.14
N -0.26 -1.89 -0.24 0.27
C 0.47 -1.95 -1.38 0.33
O 0.61 -2.93 -2.07 -0.69
C 1.05 -0.56 -1.61 0.76
O 1.78 -0.26 -2.53 -0.65
C 0.58 0.26 -0.51 -0.63
C 0.94 1.52 -0.19 1.37
O 0.53 2.02 1.00 -0.53
C 1.78 2.39 -1.03 -0.06
C 2.82 3.11 -0.45 -0.49
C 3.61 3.93 -1.22 -0.88
C 3.37 4.08 -2.58 1.03
C 4.24 4.96 -3.43 -1.42
C 2.31 3.38 -3.15 -0.79
C 1.52 2.54 -2.39 -0.54
C -0.33 -0.57 0.37 -0.77
C -1.74 -0.02 0.36 0.23
C -2.32 0.48 1.51 -0.07
C -3.60 0.99 1.48 -0.76
C -4.32 1.00 0.30 -0.37
C -3.75 0.49 -0.86 -0.88
C -2.46 -0.01 -0.83 -0.08
H -0.69 -5.19 5.29 0.25
H -0.43 -3.62 4.50 0.25
H -2.06 -4.34 4.54 0.29
H -2.29 -4.50 2.22 0.35
H -1.12 -5.52 1.35 0.30
H -0.60 -2.68 2.37 0.24
H 0.59 -3.71 1.55 0.22
H -0.91 -3.80 -0.46 0.47
H -2.06 -2.72 0.37 0.36
H 0.85 2.93 1.10 0.42
H 3.05 2.98 0.60 0.47
H 4.43 4.47 -0.76 0.34
H 3.64 5.51 -4.16 0.36
H 4.95 4.35 -3.97 0.29
H 4.79 5.67 -2.82 0.37
H 2.10 3.50 -4.20 0.38
H 0.70 2.02 -2.84 0.45
H 0.05 -0.60 1.40 0.65
H -1.75 0.48 2.44 0.42
H -4.04 1.39 2.38 0.41
H -5.32 1.39 0.27 0.40
H -4.30 0.50 -1.78 0.40
H -2.01 -0.41 -1.73 0.37
```

Calculated values
Relative energy (zero: lowest compared OMol25 entry of this formula, charge and spin), eV: 2.0399
Structure (SMILES): COCCCN1C(=O)C(=O)/C(=C(/O)c2ccc(C)cc2)[C@H]1c1ccccc1
Total charge: 0
Frontier orbital gap, eV: 8.554
E_HOMO, eV: -8.81

Density functional theory data (wB97M-V/def2-TZVPD) for a single C22H23NO7S molecule at a distorted geometry.

XYZ file:
```
54
Properties=species:S:1:pos:R:3:mulliken_charge:R:1
C -5.49 -0.43 3.92 -0.82
O -4.86 0.60 3.19 -0.44
C -4.35 0.32 1.98 0.88
C -3.73 1.40 1.31 -1.22
C -3.18 1.23 0.07 -0.60
C -3.22 -0.02 -0.58 0.72
C -2.65 -0.30 -1.87 0.90
C -1.89 0.77 -2.61 -1.11
O -0.66 1.03 -1.92 -0.17
C -0.37 2.30 -1.63 0.44
O -1.06 3.25 -1.93 -0.64
C 0.91 2.42 -0.89 0.11
C 1.48 3.68 -0.74 -0.67
C 2.67 3.84 -0.05 -0.75
C 3.30 2.72 0.50 -0.37
C 2.72 1.48 0.35 0.17
S 3.52 0.03 1.04 1.33
O 4.60 0.46 1.88 -0.72
O 2.50 -0.83 1.58 -0.62
N 4.13 -0.65 -0.36 -0.15
C 3.86 -2.04 -0.65 -1.12
C 4.87 -3.04 -0.07 0.74
C 6.27 -2.81 -0.64 -1.55
C 4.90 -2.95 1.46 -1.36
C 1.54 1.31 -0.34 -0.46
C -2.78 -1.53 -2.39 -0.47
C -3.48 -2.60 -1.70 0.08
O -3.64 -3.72 -2.13 -0.63
O -3.98 -2.31 -0.46 -0.50
C -3.86 -1.08 0.09 -0.18
C -4.42 -0.91 1.35 -0.31
H -5.80 0.02 4.86 0.23
H -4.80 -1.26 4.12 0.34
H -6.37 -0.81 3.39 0.34
H -3.70 2.35 1.81 0.46
H -2.71 2.07 -0.41 0.62
H -1.63 0.42 -3.61 0.43
H -2.47 1.70 -2.69 0.46
H 0.97 4.53 -1.17 0.48
H 3.11 4.82 0.07 0.42
H 4.22 2.80 1.06 0.51
H 5.10 -0.40 -0.48 0.30
H 3.81 -2.15 -1.74 0.38
H 2.87 -2.24 -0.24 0.48
H 4.53 -4.04 -0.36 0.30
H 6.69 -1.87 -0.30 0.34
H 6.94 -3.61 -0.32 0.45
H 6.24 -2.81 -1.73 0.36
H 5.21 -1.96 1.79 0.22
H 3.91 -3.14 1.87 0.37
H 5.59 -3.69 1.86 0.45
H 1.11 0.32 -0.42 0.59
H -2.37 -1.80 -3.35 0.42
H -4.90 -1.77 1.80 0.52
```

Calculated values
Structure (SMILES): COc1ccc2c(COC(=O)c3cccc(S(=O)(=O)NCC(C)C)c3)cc(=O)oc2c1
Total charge: 0
Frontier orbital gap, eV: 8.416
E_HOMO, eV: -8.53

Density functional theory data (wB97M-V/def2-TZVPD) for a molecular structure, C22H24As2N3O14Y at a distorted geometry.

XYZ file:
```
66
Properties=species:S:1:pos:R:3:mulliken_charge:R:1
Y -0.59 -0.14 0.07 1.01
O 1.00 -4.16 0.94 -0.72
C 0.72 -2.98 0.88 -0.31
O 0.12 -2.33 -0.08 -0.11
C 1.07 -2.08 2.06 0.68
C 1.80 -2.46 3.16 -0.92
C 2.03 -1.50 4.15 -0.17
C 1.52 -0.21 4.03 -0.67
C 0.77 0.08 2.91 0.50
N 0.59 -0.84 1.97 0.27
C 0.07 1.40 2.62 0.16
O 0.45 2.40 3.17 -0.65
O -0.88 1.25 1.73 -0.69
H 2.17 -3.47 3.23 0.55
H 2.61 -1.77 5.02 0.44
H 1.69 0.55 4.77 0.52
N 1.62 0.94 -0.46 -0.50
N 1.33 1.33 -1.81 -0.08
C 0.06 1.90 -2.07 0.43
O -0.04 2.56 -3.08 -0.68
O -0.86 1.54 -1.22 -0.67
H 1.83 1.77 0.10 0.30
H 2.44 0.34 -0.49 0.22
H 2.07 1.84 -2.27 0.28
C 3.35 -1.95 -2.71 -0.89
O 1.96 -1.73 -2.96 -0.12
C 1.38 -2.59 -3.80 -0.10
O 1.97 -3.43 -4.42 -0.64
C -0.13 -2.37 -3.86 0.26
C -0.84 -3.00 -4.80 0.69
As -2.65 -3.76 -4.60 0.71
C -3.74 -2.67 -5.77 -1.15
C -3.19 -3.14 -2.83 1.14
C -2.43 -2.42 -2.01 -0.02
As -0.98 -1.19 -2.57 1.74
C -2.07 -0.11 -3.74 -1.09
C -2.63 -2.37 -0.52 0.15
O -2.57 -1.30 0.10 -0.96
O -2.73 -3.53 0.04 -0.26
C -2.80 -3.59 1.48 -0.76
C -4.51 -3.67 -2.31 -0.04
O -5.11 -3.17 -1.40 -0.59
O -4.97 -4.68 -3.06 -0.38
C -6.28 -5.17 -2.70 -0.78
C -0.14 -3.45 -6.08 -0.33
O 0.62 -2.74 -6.68 -0.56
O -0.53 -4.67 -6.47 -0.38
C 0.05 -5.14 -7.70 -0.78
H 3.52 -1.62 -1.68 0.21
H 3.94 -1.36 -3.40 0.31
H 3.61 -3.00 -2.81 0.41
H -3.17 -2.47 -6.67 0.42
H -4.03 -1.73 -5.31 0.37
H -4.62 -3.25 -6.02 0.36
H -2.29 -0.66 -4.65 0.25
H -1.53 0.81 -3.96 0.47
H -2.98 0.13 -3.20 0.41
H -3.42 -4.46 1.69 0.33
H -3.24 -2.69 1.89 0.40
H -1.79 -3.75 1.85 0.19
H -6.66 -5.66 -3.59 0.27
H -6.92 -4.35 -2.39 0.35
H -6.17 -5.88 -1.89 0.29
H -0.64 -5.87 -8.10 0.25
H 1.01 -5.60 -7.48 0.28
H 0.20 -4.32 -8.40 0.36
```

Calculated values
Relative energy (zero: lowest compared OMol25 entry of this formula, charge and spin), eV: 0.4773
Total charge: 0
Frontier orbital gap, eV: 8.437
E_HOMO, eV: -9.36